70
Properties=species:S:1:pos:R:3:forces:R:3 method="wB97M-V/def2-TZVPD" orbital_gap_ev="5.25 / 5.40" charge=-1 spin_multiplicity=2 relative_energy_kj_mol=109.3 mol_weight_g_mol=1043.68 homo_ha="-0.1889 / -0.1985"
C -2.968862 4.054809 3.165246 0.0169 -0.0210 -0.0009
H -3.772746 4.390835 3.807285 0.0010 0.0002 -0.0004
N -0.590577 -7.782537 2.456625 0.0302 0.0344 0.0017
C 4.652742 3.485300 -2.707151 -0.0205 -0.0183 0.0160
C -2.404055 2.806373 3.335147 -0.0198 0.0162 0.0057
F -0.795344 -1.234074 -0.523961 -0.0703 -0.0332 -0.0640
C -1.096827 -0.642914 -5.175676 0.0037 0.0089 0.0194
C 3.011074 -1.411038 1.264375 0.0022 0.0689 0.0238
H -1.056107 5.005311 0.572837 -0.0070 0.0036 0.0160
Cl -2.684683 2.372087 -3.109035 -0.0108 0.1032 0.0042
Cl 1.036667 -2.280576 -4.908377 0.0268 -0.0321 -0.0190
N 0.026651 0.639095 1.732993 -0.0438 -0.0205 0.0189
C -0.510077 0.780287 -2.771675 -0.0715 -0.0969 -0.3171
C -3.176928 -0.853538 1.034514 0.0358 -0.0635 0.0442
C -1.464074 4.378106 1.351420 0.0139 0.0222 0.0384
C -0.410513 -6.840466 1.817015 -0.0687 -0.0814 0.0164
H 5.579730 3.891474 -3.091424 0.0003 -0.0026 0.0013
H 5.532899 2.478746 -0.996450 0.0003 0.0032 -0.0006
F -3.860572 -3.151029 2.557866 0.0038 0.0037 0.0002
H 1.354627 3.264080 -3.364269 0.0075 0.0068 0.0148
N 1.883033 -6.210623 -0.552320 -0.0386 0.0073 0.0046
C 4.640413 2.727836 -1.552014 0.0173 0.0058 -0.0186
C 2.301318 3.156431 -2.848452 -0.0562 -0.0220 -0.0299
C -0.742464 1.055776 2.742485 0.0368 -0.0657 -0.0894
H -0.254592 -1.601365 3.314083 -0.0030 -0.0014 -0.0071
H -2.711315 2.120185 4.111168 0.0011 0.0024 -0.0055
C -0.325871 3.918577 -1.487847 -0.1518 0.1367 -0.1532
C -2.431109 -2.065744 1.010026 -0.0262 0.0221 -0.0057
C 2.104131 -0.359482 1.201164 -0.0410 -0.1239 0.1103
N 2.273425 2.464789 -1.706540 -0.1785 -0.0798 0.0610
C -1.268036 -2.251970 0.234263 0.0662 -0.0087 0.0245
C 0.983217 -5.949002 0.119142 0.0842 -0.0005 -0.0288
H 3.939183 -1.364267 0.716997 0.0016 0.0017 -0.0058
C -0.540922 -3.404435 0.211948 -0.0045 0.0291 -0.0027
O 4.549129 0.907118 0.511038 0.0228 0.0360 0.0169
N -0.937926 3.157109 1.472020 0.0204 -0.0286 -0.0607
C -2.469716 4.870624 2.161852 -0.0038 0.0050 -0.0078
C -1.915618 0.403175 -4.758711 0.0473 -0.0198 0.0262
N -2.277091 1.186395 -0.210367 -0.1130 0.0194 -0.1103
C -1.603769 1.079831 -3.579775 0.0920 -0.0313 0.0798
C 2.740838 -2.522986 2.048500 -0.0459 0.0086 0.0232
Cl 3.890652 -3.817905 2.084842 0.0381 -0.0246 -0.0107
C -0.131028 -5.731665 0.973927 -0.0187 0.0689 0.0114
Cl -3.293257 0.831229 -5.704558 -0.0309 0.0061 -0.0388
C 3.434170 2.215178 -1.093286 0.0285 0.0311 -0.0282
Cl 1.673558 -0.714532 -2.308860 -0.0124 -0.0407 0.0098
F -2.470867 -5.356635 2.546528 0.0001 0.0066 -0.0017
C -2.716534 0.266120 0.338602 0.0565 0.0452 -0.0324
H 3.420888 4.224098 -4.322961 -0.0015 -0.0045 0.0029
N 2.236048 0.766096 0.366008 0.0306 0.0437 -0.0573
Y 0.151772 1.506474 -0.453213 0.3692 0.2446 0.5528
C 1.570151 -2.586516 2.789071 0.0317 0.0076 -0.0183
O -0.941767 0.535001 3.838017 -0.0202 0.0100 0.0225
H -2.851785 5.869165 1.998301 0.0058 -0.0035 0.0001
C 3.452369 1.222498 0.054084 -0.0949 -0.0934 -0.0164
N -5.303099 -0.355895 2.393372 0.0379 0.0012 -0.0012
C -4.344682 -0.623430 1.810169 -0.0649 -0.0072 0.0087
C -1.391489 2.397853 2.478276 -0.0233 0.0267 0.0171
C 0.899824 -0.441190 1.929077 0.1080 -0.0876 -0.0167
C -2.773041 -3.200460 1.781082 0.0061 0.0055 0.0032
Cl -1.456170 -1.507567 -6.620630 -0.0049 -0.0117 -0.0316
C 0.272530 -0.265269 -3.252245 -0.0527 0.1021 -0.0532
S -0.633368 5.230083 -2.176438 0.0651 -0.1150 0.0095
C 0.650542 -1.550162 2.729239 0.0099 0.0515 0.0192
C 3.458846 3.682462 -3.387853 0.0041 0.0044 -0.0049
C -0.885019 -4.538988 0.983481 0.0291 -0.0351 0.0222
C -2.045589 -4.354608 1.776287 -0.0088 -0.0137 0.0030
C 0.016103 -0.986419 -4.413833 -0.0271 0.0110 -0.0111
F 0.550319 -3.432791 -0.548180 0.0086 -0.0088 0.0023
Cl 1.220642 -3.950527 3.805728 -0.0264 -0.0146 -0.0026